DFT (wB97M-V/def2-TZVPD) results for C51H51N4O5P2RbS2 as an isolated structure.

```
! RIJCOSX wB97M-V def2-TZVPD def2/J DEFGRID3
* xyz -2 1
Rb -0.258 0.065 -0.560
O 3.593 -1.514 2.612
C 2.695 -1.220 1.635
O 2.175 -0.139 1.573
C 2.480 -2.368 0.689
C 3.369 -3.426 0.646
C 3.128 -4.424 -0.292
C 2.021 -4.323 -1.106
C 1.160 -3.228 -0.972
N 1.405 -2.263 -0.090
C -0.113 -3.168 -1.863
O -0.168 -4.065 -2.719
O -0.920 -2.253 -1.601
H 3.640 -0.703 3.143
H 4.217 -3.459 1.313
H 3.803 -5.268 -0.375
H 1.768 -5.058 -1.857
C -0.685 1.129 3.227
P -1.560 2.541 2.409
C -2.926 2.860 3.628
C -3.342 1.939 4.587
C -4.378 2.245 5.465
C -5.038 3.461 5.389
C -4.641 4.383 4.426
C -3.600 4.082 3.564
C -0.520 4.000 2.904
C 0.420 4.008 3.933
C 1.171 5.143 4.211
C 0.982 6.304 3.472
C 0.044 6.316 2.448
C -0.682 5.169 2.163
C -1.484 -0.125 2.917
C -1.735 -1.255 3.688
C -2.612 -2.057 2.908
C -2.831 -1.347 1.732
C -3.602 -1.782 0.524
P -5.107 -0.840 -0.022
C -4.609 0.932 -0.041
C -3.455 1.325 -0.728
C -3.116 2.659 -0.860
C -3.935 3.646 -0.322
C -5.080 3.277 0.361
C -5.412 1.931 0.501
C -6.159 -0.914 1.489
C -7.413 -1.515 1.395
C -8.242 -1.636 2.505
C -7.818 -1.155 3.734
C -6.570 -0.555 3.845
C -5.747 -0.431 2.735
N -2.156 -0.171 1.736
H -0.593 1.278 4.308
H 0.327 1.092 2.807
H -2.867 0.967 4.643
H -4.672 1.514 6.209
H -5.850 3.692 6.068
H -5.144 5.340 4.346
H -3.305 4.814 2.819
H 0.575 3.115 4.528
H 1.904 5.122 5.008
H 1.568 7.190 3.686
H -0.099 7.208 1.849
H -1.374 5.166 1.326
H -1.342 -1.471 4.674
H -3.025 -3.024 3.164
H -3.986 -2.794 0.686
H -2.959 -1.863 -0.361
H -2.798 0.577 -1.152
H -2.196 2.924 -1.367
H -3.666 4.692 -0.420
H -5.714 4.032 0.811
H -6.304 1.665 1.055
H -7.738 -1.893 0.432
H -9.214 -2.104 2.408
H -8.459 -1.245 4.604
H -6.234 -0.176 4.800
H -4.779 0.047 2.827
C 5.565 0.978 -5.020
C 4.280 0.187 -5.222
N 3.114 1.041 -5.345
C 2.699 1.352 -6.705
C 1.783 0.292 -7.301
C 2.309 1.326 -4.270
S 2.817 0.853 -2.718
N 1.212 2.015 -4.627
C 0.098 2.108 -3.886
O -0.222 1.532 -2.842
C -0.924 3.044 -4.509
C -0.547 4.095 -5.340
C -1.502 4.956 -5.862
C -2.849 4.758 -5.579
C -3.232 3.698 -4.769
C -2.272 2.849 -4.235
H 6.432 0.312 -5.018
H 5.522 1.504 -4.066
H 5.699 1.713 -5.818
H 4.127 -0.493 -4.385
H 4.347 -0.409 -6.137
H 3.610 1.451 -7.305
H 2.190 2.313 -6.702
H 2.243 -0.698 -7.264
H 1.551 0.520 -8.344
H 0.852 0.257 -6.735
H 0.505 4.224 -5.560
H -1.197 5.782 -6.494
H -3.597 5.427 -5.990
H -4.278 3.531 -4.542
H -2.553 2.022 -3.600
C 1.992 4.165 -1.658
S 1.605 3.405 -0.076
C 3.265 3.009 0.486
H 1.058 4.231 -2.216
H 2.668 3.524 -2.225
H 2.409 5.165 -1.528
H 3.769 2.394 -0.261
H 3.159 2.429 1.401
H 3.850 3.907 0.693
*
```

Output
energy above the lowest of the compared OMol25 structures with the same formula, charge and spin = 0.0000 eV
E_HOMO = -1.80 eV
E_LUMO = 0.131 Eh

Mulliken population analysis, charges in e, atoms 1 to 4: 0.9562, -0.5236, -0.0788, -0.1177